# C24H31N2

A 2-piece molecular cluster, C24H31N2 overall in a non-equilibrium geometry (the ωB97M-V functional and the def2-TZVPD basis, the OMol25 dataset).

Cartesian coordinates (Å):
H -1.0871 -0.1645 -4.7444
H -0.4604 -1.6244 -3.9463
H 0.8516 2.6612 1.1930
C 2.4052 1.5673 -2.7283
H -4.4293 2.5100 1.3163
H 3.2070 -1.6610 3.7612
H -4.4202 -1.0764 2.1249
C 3.1396 -0.8941 2.9822
H 1.7815 -1.8133 -2.3194
H 0.3951 0.6318 -0.9756
C -1.3019 -2.4892 1.6755
C -0.5060 -1.3347 1.6884
H -1.3302 -0.8137 -1.9740
H 1.0074 0.8727 -4.7876
C 3.0626 1.1423 1.0801
H 2.7939 -0.7617 -1.2796
C -1.7934 3.5635 2.1469
H 1.1839 -0.2173 3.5918
H 3.2616 1.4600 -3.4063
C -0.4268 -0.5287 -3.9563
C 1.5546 0.3001 -2.7487
C -3.3347 -1.1618 2.0148
H -4.9110 1.0105 2.1547
H -0.8194 -3.4568 1.5360
H -3.2790 -3.3273 1.8173
C -2.6953 -2.4065 1.8364
H 4.9107 -2.7687 1.8569
N -2.8566 1.3270 2.1042
C -0.6033 1.2583 1.8467
N 0.3513 0.4929 -1.9720
H 0.5754 -1.3812 1.5972
C -0.8543 -0.0155 -2.5674
C -1.7460 2.0982 2.0246
C 4.1992 -0.7553 2.0736
C -4.2135 1.8512 2.1748
H 2.7787 1.7765 -1.7148
C -1.1153 -0.1004 1.8634
H 3.0794 2.0239 0.4285
C -2.5227 -0.0312 2.0282
H 1.6298 -0.7889 -4.6606
C 2.0052 -0.0954 2.8797
H 5.8159 -1.8123 3.0464
C 2.3874 -0.8974 -2.2909
H -0.7562 3.9162 2.1918
H -2.3096 3.9129 3.0559
H 3.2302 -1.0321 -2.9843
H 6.0470 -1.5055 1.2956
H 1.8001 2.4226 -3.0600
C 5.3122 -1.7639 2.0695
C 4.1594 0.3013 1.1481
H 5.0141 0.4360 0.4705
C 1.0099 -0.0346 -4.1735
H -1.6087 0.7790 -2.7015
H -4.3858 2.4347 3.0942
C 0.7104 1.6504 1.5823
C 1.8915 0.8914 1.8525
H -2.2820 4.0340 1.2787

Force components x, y, z for each atom (eV/Å):
H 0.0 -0.2 0.1
H 0.0 0.2 -0.2
H 0.1 -0.2 0.1
C 0.0 0.1 -0.3
H 0.2 -0.4 0.3
H -0.1 0.3 -0.3
H 0.5 -0.2 -0.1
C -0.5 0.3 0.1
H 0.1 0.2 0.1
H 0.1 -0.3 -0.1
C 0.0 0.5 0.0
C -0.3 -0.5 0.0
H 0.1 0.1 -0.1
H 0.1 -0.1 0.1
C -0.4 0.3 0.1
H -0.1 0.0 -0.1
C 0.4 0.6 -0.1
H 0.3 0.0 -0.3
H -0.1 0.1 0.2
C 0.1 -0.4 0.2
C 0.2 -0.4 -0.4
C 0.2 -0.2 -0.1
H 0.2 0.3 0.0
H -0.2 0.2 0.1
H 0.1 0.3 0.0
C 0.0 0.5 0.1
H 0.1 0.4 0.1
N 0.9 1.1 0.1
C 0.8 -0.1 -0.1
N -0.1 0.5 0.1
H -0.3 -0.3 -0.2
C -0.6 0.1 -0.2
C -1.1 -0.8 -0.4
C -0.3 0.0 -0.3
C -0.4 0.3 0.1
H -0.1 -0.1 -0.3
C -0.7 -0.7 0.4
H -0.1 -0.5 0.1
C 0.9 -0.6 -0.5
H 0.0 0.2 0.0
C -0.1 0.0 -0.3
H -0.1 0.0 -0.3
C 0.3 -0.2 0.0
H -0.4 0.2 0.0
H 0.1 -0.3 -0.3
H -0.1 0.0 0.3
H -0.1 -0.2 0.3
H 0.2 -0.2 0.1
C 0.2 0.1 -0.1
C 0.3 -0.1 0.0
H -0.5 0.1 0.4
C -0.1 0.6 0.5
H 0.1 -0.1 0.2
H 0.2 -0.3 -0.3
C -0.9 0.4 1.0
C 1.2 -0.5 0.0
H 0.1 -0.2 0.2

HOMO energy = -10.2833 eV
Total charge = +1
Multiplicity = 1
Orbital gap = 0.19715 Eh
Energy relative to the best compared isomer or geometry (same formula, charge and spin) = 0.049 eV